1.
Entry from the OMol25 dataset: the molecule C4H8N2OS (wB97M-V/def2-TZVPD).

HOMO energy: -8.54 eV
Net charge: 0
Total energy: -740.0709 Eh
E_LUMO: -0.510 eV
Orbital gap: 8.03 eV
SMILES: OCCN/N=C/C=S

Atoms and positions in Å:
1 C -0.9665 1.3160 1.2395
2 C 0.0091 0.1289 1.4683
3 C 0.7512 -0.5458 -1.1981
4 C 1.0947 -0.9527 -2.5342
5 H -1.6472 0.7845 -0.4992
6 H -1.9335 1.2104 1.7845
7 H -0.4504 2.2280 1.6075
8 H 1.0343 0.3900 1.2097
9 H -0.0103 -0.1486 2.5362
10 H -0.3038 -1.9108 1.3463
11 H 0.9312 0.5176 -0.8284
12 H 0.9038 -1.9724 -2.7276
13 N -0.3239 -1.1244 0.7506
14 N 0.2442 -1.4314 -0.3993
15 O -1.1877 1.5503 -0.1334
16 S 1.8549 -0.0395 -3.6224


2.
Entry from the OMol25 dataset: the molecule C18H23ClN4O (wB97M-V/def2-TZVPD).

HOMO energy: -8.21 eV
Net charge: 0
Total energy: -1454.1768 Eh
E_LUMO: 0.713 eV
Orbital gap: 8.92 eV
SMILES: CCn1cc(C(=O)N[C@@H]2CCCN(Cc3ccc(Cl)cc3)C2)cn1

Atoms and positions in Å:
1 C -5.3188 -0.0534 0.9700
2 H -6.3815 0.0071 1.1874
3 H -4.7819 -0.2299 1.8992
4 H -4.9918 0.8969 0.5570
5 C -5.0552 -1.1795 -0.0254
6 N -3.6581 -1.2794 -0.3541
7 C -2.6720 -1.7809 0.4070
8 C -1.4947 -1.6385 -0.3052
9 C -1.9032 -1.0424 -1.5140
10 N -3.2037 -0.8356 -1.5216
11 H -1.3110 -0.8037 -2.3748
12 C -0.1506 -2.1090 0.0773
13 O 0.0392 -3.1398 0.6975
14 N 0.8545 -1.3104 -0.3541
15 H 0.6398 -0.4161 -0.7674
16 C 2.2451 -1.6804 -0.1792
17 C 3.1659 -0.8295 -1.0720
18 N 3.4560 0.5066 -0.6078
19 C 3.8284 0.5583 0.7863
20 C 2.8194 -0.1290 1.7120
21 C 2.6820 -1.5856 1.2888
22 H 1.9512 -2.1090 1.9052
23 H 3.6439 -2.0911 1.3973
24 H 1.8475 0.3632 1.6457
25 H 3.1658 -0.0663 2.7448
26 H 3.9776 1.6011 1.0712
27 H 4.7934 0.0426 0.8862
28 C 2.7738 1.6398 -1.1862
29 C 1.3528 1.9302 -0.7434
30 C 1.0922 2.4918 0.5026
31 C -0.2032 2.7370 0.9189
32 C -1.2565 2.4451 0.0673
33 C -1.0254 1.9245 -1.1941
34 C 0.2775 1.6612 -1.5842
35 H 0.4596 1.2623 -2.5730
36 H -1.8520 1.7257 -1.8573
37 Cl -2.8755 2.7632 0.5759
38 H -0.3956 3.1636 1.8909
39 H 1.9111 2.7542 1.1550
40 H 3.3867 2.5210 -0.9616
41 H 2.7825 1.5002 -2.2718
42 H 2.7515 -0.7748 -2.0808
43 H 4.1256 -1.3623 -1.1323
44 H 2.3271 -2.7310 -0.4892
45 H -2.8451 -2.1944 1.3793
46 H -5.3906 -2.1355 0.3880
47 H -5.5837 -0.9881 -0.9615


3.
Entry from the OMol25 dataset: a structure of composition C5H15N2 (wB97M-V/def2-TZVPD).

HOMO energy: -12.83 eV
Net charge: +1
Total energy: -308.5344 Eh
E_LUMO: -8.402 eV
Orbital gap: 4.43 eV

Atoms and positions in Å:
1 C 2.3121 1.2141 -1.5695
2 N 1.1729 -0.3466 1.4104
3 C 1.9679 -1.5151 1.1924
4 C 1.1902 0.8944 -2.2154
5 N -0.9108 -0.3420 0.1100
6 C -1.8770 0.5989 0.4944
7 C -3.2641 0.1874 -0.1065
8 H 2.2981 1.1771 -0.4822
9 H 3.2405 1.5121 -2.0368
10 H 1.0569 -0.2002 2.4168
11 H 2.8598 -1.4592 1.8296
12 H 1.5164 -2.4698 1.4868
13 H 2.3141 -1.6064 0.1645
14 H 1.0769 1.1433 -3.2624
15 H 0.4289 0.3487 -1.6712
16 H -1.2526 -1.2561 0.4398
17 H 0.1892 -0.3181 0.8624
18 H -2.1164 0.5812 1.5803
19 H -1.5442 1.6107 0.2757
20 H -4.0775 0.7994 0.2617
21 H -3.4214 -0.8851 0.0041
22 H -3.1600 0.3312 -1.1850


4.
Entry from the OMol25 dataset: the molecule C3H4S3 (wB97M-V/def2-TZVPD).

HOMO energy (alpha / beta): -8.44 / -8.44 eV
Net charge: 0
Total energy: -1311.2025 Eh
E_LUMO (alpha / beta): -1.273 / -1.272 eV
Orbital gap (alpha / beta): 7.17 / 7.17 eV
SMILES: S=C/C(S)=C/S

Atoms and positions in Å:
1 C -0.0708 0.2801 0.0901
2 C 0.5935 1.1796 0.8996
3 C 0.5049 -0.4221 -0.9643
4 S -1.7265 -0.1644 0.5800
5 S -0.0694 1.8141 2.2981
6 S -0.2527 -1.7325 -1.7803
7 H 1.4386 1.8720 0.5615
8 H 1.4468 -0.1231 -1.4591
9 H -2.0065 0.8838 1.2700
10 H -1.0879 -2.1700 -0.8226


5.
Entry from the OMol25 dataset: a cluster of 2 separate species, CH4Cl2O2Si in total (wB97M-V/def2-TZVPD).

HOMO energy: -10.99 eV
Net charge: 0
Total energy: -1400.9525 Eh
E_LUMO: -0.356 eV
Orbital gap: 10.63 eV
SMILES: CO[Si](=O)Cl.Cl

Atoms and positions in Å:
1 C 0.0726 -0.9727 1.3362
2 O -0.0922 1.3565 -1.5395
3 O 0.2738 0.4479 1.1082
4 Si 0.3327 1.4696 -0.1108
5 Cl 1.0726 3.1247 0.8427
6 Cl -1.1285 -1.0140 -3.4236
7 H -0.5557 -1.0795 2.2368
8 H 1.0680 -1.4698 1.4498
9 H -0.3247 -1.5610 0.5133
10 H -0.7187 -0.3016 -2.4130


6.
Entry from the OMol25 dataset: a structure of composition C6H8KLiO5 (wB97M-V/def2-TZVPD).

HOMO energy: -7.07 eV
Net charge: 0
Total energy: -1217.0765 Eh
E_LUMO: -0.520 eV
Orbital gap: 6.55 eV

Atoms and positions in Å:
1 Li -3.5514 0.5145 -1.1135
2 O -2.4040 -0.8882 -1.4212
3 O -0.3672 -0.0080 -2.1160
4 C -0.4524 1.3393 -2.5366
5 C -0.8555 2.0576 -1.2590
6 O -1.7024 1.1040 -0.6415
7 C -1.3232 -0.2457 -1.0749
8 H 0.5197 1.6546 -2.9331
9 H -1.2197 1.4556 -3.3206
10 H -1.4200 2.9815 -1.4309
11 H 0.0144 2.2629 -0.6170
12 K 0.0695 -3.2001 2.7688
13 O -0.5682 -2.2069 0.1183
14 C 2.2422 -1.3313 3.0255
15 C 2.0026 -0.6396 1.8155
16 O 0.1369 -0.2431 0.8599
17 C -0.5301 -0.9656 0.0503
18 H 2.9533 -2.1660 2.9452
19 H 2.1756 -0.7495 3.9540
20 H 2.3740 -1.1640 0.9257
21 H 1.9061 0.4379 2.0012


7.
Entry from the OMol25 dataset: a structure of composition C28H36Cl48Ga (wB97M-V/def2-TZVPD).

HOMO energy: -4.75 eV
Net charge: -1
Total energy: -25102.0128 Eh
E_LUMO: 0.973 eV
Orbital gap: 5.73 eV

Atoms and positions in Å:
1 C 7.3941 -0.8426 0.4079
2 C 7.4286 0.7109 -0.1636
3 C 5.8784 1.2738 -0.2329
4 C 5.6438 2.6119 0.7394
5 C 4.5708 2.3286 1.9441
6 C 3.0926 3.0052 1.7407
7 C 3.0943 4.6218 1.4702
8 C 1.5936 4.9806 0.8251
9 C 1.5677 4.6196 -0.7796
10 C 0.6201 3.3230 -1.1656
11 C -0.9441 3.5398 -0.6787
12 C -2.0537 3.0671 -1.7917
13 C -2.6241 1.5385 -1.5546
14 C -4.1085 1.5020 -0.8411
15 C -4.1133 2.0038 0.7298
16 C -4.2559 0.7815 1.8269
17 Ga -6.2328 0.2589 2.2421
18 H 8.4779 -1.2300 0.6486
19 H 6.6816 -0.8306 1.3627
20 H 6.8279 -1.5024 -0.3987
21 H 7.8549 0.6709 -1.2691
22 H 8.1617 1.3847 0.4530
23 H 5.6488 1.4995 -1.3642
24 H 5.1846 0.3730 0.0739
25 H 5.4440 3.5735 0.1040
26 H 6.7019 2.7850 1.2651
27 H 4.4079 1.1462 1.9731
28 H 5.0468 2.6516 2.9631
29 H 2.4448 2.4230 0.9360
30 H 2.5116 2.8445 2.7715
31 H 3.1408 5.2426 2.4853
32 H 3.9724 5.0183 0.8072
33 H 1.2737 6.0985 1.0527
34 H 0.7820 4.3079 1.3765
35 H 1.1044 5.5494 -1.3276
36 H 2.6761 4.4582 -1.1223
37 H 0.9988 2.3033 -0.6908
38 H 0.7087 3.1958 -2.3434
39 H -1.0743 3.0441 0.3845
40 H -1.0858 4.7144 -0.5338
41 H -2.9588 3.8132 -1.7390
42 H -1.6009 3.0792 -2.8906
43 H -2.7553 1.0579 -2.6328
44 H -1.8464 0.8369 -0.9832
45 H -4.6157 0.4379 -0.9422
46 H -4.8050 2.2413 -1.4571
47 H -5.0887 2.6784 0.8575
48 H -3.1298 2.6064 0.9715
49 H -3.6796 -0.1899 1.5173
50 H -3.8246 1.2165 2.8495
51 H -6.8740 -0.7498 1.1803
52 H -6.2250 -0.5060 3.6810
53 H -7.0781 1.6345 2.3736
54 C -0.3781 0.2906 3.5021
55 Cl -0.5386 0.6426 1.7628
56 Cl -1.5631 -0.9558 3.9676
57 Cl 1.2687 -0.3002 3.8390
58 Cl -0.6794 1.7759 4.4389
59 C 5.3218 8.0389 0.5900
60 Cl 6.1642 9.6065 0.6770
61 Cl 3.7946 8.1338 1.5027
62 Cl 4.9730 7.6458 -1.1124
63 Cl 6.3558 6.7693 1.2928
64 C -7.2781 -1.4421 6.8328
65 Cl -7.2761 0.0348 7.8296
66 Cl -8.6508 -1.3910 5.6982
67 Cl -5.7534 -1.5421 5.9164
68 Cl -7.4320 -2.8701 7.8873
69 C 10.0492 7.8161 -0.2590
70 Cl 10.1746 6.5320 0.9699
71 Cl 11.1568 7.4576 -1.6077
72 Cl 8.3767 7.8934 -0.8685
73 Cl 10.4885 9.3812 0.4704
74 C 7.0492 -0.8510 -3.9987
75 Cl 5.4688 -0.7198 -3.1864
76 Cl 7.7885 0.7652 -4.1242
77 Cl 8.1157 -1.9204 -3.0534
78 Cl 6.8236 -1.5293 -5.6308
79 C -6.4509 -3.8472 -0.4910
80 Cl -5.0009 -3.6903 0.5326
81 Cl -6.1931 -5.1378 -1.6921
82 Cl -7.8551 -4.2550 0.5269
83 Cl -6.7542 -2.3057 -1.3315
84 C -5.5508 -9.1388 -1.2753
85 Cl -5.1677 -7.9794 -2.5729
86 Cl -4.3483 -10.4535 -1.2795
87 Cl -5.5122 -8.3035 0.2979
88 Cl -7.1752 -9.8188 -1.5470
89 C 7.6492 1.1055 4.0974
90 Cl 8.0323 2.2650 2.7999
91 Cl 8.8517 -0.2092 4.0933
92 Cl 7.6878 1.9409 5.6707
93 Cl 6.0248 0.4255 3.8257
94 C -7.3508 5.5185 1.2200
95 Cl -9.0509 5.9868 0.9650
96 Cl -6.3594 6.9814 1.4468
97 Cl -7.2296 4.4882 2.6686
98 Cl -6.7635 4.6174 -0.2006
99 C -6.8509 -11.0388 3.0791
100 Cl -7.0114 -10.6868 1.3398
101 Cl -8.0359 -12.2852 3.5446
102 Cl -5.2041 -11.6296 3.4159
103 Cl -7.1522 -9.5534 4.0159
104 C -3.5509 -9.7863 -6.0404
105 Cl -4.7100 -10.0652 -7.3645
106 Cl -2.0597 -10.7104 -6.3519
107 Cl -3.1645 -8.0496 -5.9453
108 Cl -4.2695 -10.3201 -4.4997
109 C -2.6509 -10.1058 -10.6793
110 Cl -2.6490 -8.6289 -9.6825
111 Cl -4.0237 -10.0547 -11.8139
112 Cl -1.1262 -10.2058 -11.5957
113 Cl -2.8048 -11.5338 -9.6248


8.
Entry from the OMol25 dataset: a cluster of 2 separate species, C24H25N7O3 in total (wB97M-V/def2-TZVPD).

HOMO energy: -7.46 eV
Net charge: 0
Total energy: -1538.6276 Eh
E_LUMO: 0.358 eV
Orbital gap: 7.82 eV
SMILES: CNC(=O)[C@H](Cc1ccc(O)cc1)NC(C)=O.N#Cc1c(-c2ccc3cc[nH]c3c2)n[nH]c1N

Atoms and positions in Å:
1 N 2.0930 4.6883 -2.0749
2 O 1.8039 -3.4661 3.9167
3 O 0.1744 -1.1917 1.3195
4 C 1.6826 3.6025 -1.9758
5 N 0.4120 0.1738 -2.2226
6 O -2.0227 3.9444 4.0367
7 C 1.5475 -2.3221 4.2682
8 C -0.4056 -2.1907 1.7348
9 C 0.8420 1.2657 -2.8292
10 C 1.1749 2.2769 -1.8177
11 C 1.2620 0.8962 -8.5342
12 C 0.9273 1.7054 -0.6156
13 C 0.8199 -0.3986 -8.6586
14 C -2.1418 1.9755 2.6813
15 C -1.9397 1.7967 5.1093
16 C 1.4242 2.4309 -5.0291
17 C 1.5568 2.4023 -6.4254
18 C 0.6236 0.1483 -5.0543
19 C -2.1618 0.5716 2.5795
20 C -1.9542 0.3925 5.0033
21 C -2.0356 2.5901 3.9455
22 C 0.9613 1.3024 -4.3117
23 C 1.2249 1.2419 -7.1230
24 C 0.7584 0.1294 -6.4414
25 C -2.0648 -0.2228 3.7393
26 N 1.0991 2.2627 0.6399
27 N 0.4746 0.4385 -0.8884
28 N 0.5112 -0.8602 -7.3819
29 N -0.8262 -3.1064 0.8559
30 N 0.3693 -1.7430 4.0498
31 C 2.5827 -1.4958 4.9956
32 C -1.5234 -4.3589 1.1434
33 C -2.0497 -1.7394 3.6326
34 C -0.6933 -2.3512 3.2414
35 H -2.0826 4.2489 4.9427
36 H 1.5851 1.5483 -9.3397
37 H 0.7309 -0.9557 -9.5875
38 H -2.2163 2.5938 1.7982
39 H -1.8566 2.2659 6.0777
40 H 1.6991 3.3504 -4.5282
41 H 1.9192 3.2735 -6.9614
42 H 0.2665 -0.7468 -4.5552
43 H -2.2458 0.1070 1.6063
44 H -1.8845 -0.2142 5.8963
45 H 0.6711 1.7945 1.4381
46 H 1.2553 3.2692 0.6899
47 H 0.3102 -0.2536 -0.1514
48 H 0.1580 -1.7900 -7.1620
49 H -0.5845 -2.9189 -0.1065
50 H 0.2455 -0.7835 4.3303
51 H 2.1822 -1.1685 5.9526
52 H 3.4705 -2.1047 5.1608
53 H 2.8437 -0.6335 4.3851
54 H -0.8548 -5.0429 1.6702
55 H -2.4099 -4.1758 1.7528
56 H -1.8331 -4.8278 0.2077
57 H -2.3428 -2.1554 4.5973
58 H -2.8057 -2.0514 2.9113
59 H -0.7276 -3.4174 3.4656


9.
Entry from the OMol25 dataset: a cluster of 2 separate species, C4H2FS2 in total (wB97M-V/def2-TZVPD).

HOMO energy: -3.57 eV
Net charge: -1
Total energy: -1049.7904 Eh
E_LUMO: 3.332 eV
Orbital gap: 6.90 eV

Atoms and positions in Å:
1 C 0.4590 -0.5275 0.0683
2 C 0.3551 0.8483 -0.0261
3 C 1.8574 -0.9469 0.0550
4 C 2.7393 0.0605 0.0069
5 F 2.3015 -2.2175 0.0676
6 S 5.3490 0.0552 -0.0488
7 S 1.9242 1.5682 0.0968
8 H -0.2238 -1.3528 0.0446
9 H -0.4797 1.3937 -0.1726


10.
Entry from the OMol25 dataset: a cluster of 2 separate species, C4H6N2O in total (wB97M-V/def2-TZVPD).

HOMO energy (alpha / beta): -8.63 / -8.31 eV
Net charge: 0
Total energy: -340.5656 Eh
E_LUMO (alpha / beta): -0.150 / -0.203 eV
Orbital gap (alpha / beta): 8.48 / 8.11 eV

Atoms and positions in Å:
1 C -2.2616 -0.2425 -0.2568
2 O -1.1192 -0.9750 0.0732
3 C 0.0375 -0.3650 0.0081
4 C 0.3397 0.9726 -0.2778
5 N 1.7148 1.1691 -0.0627
6 C 2.1667 0.0374 0.3844
7 N 1.1972 -0.9336 0.4795
8 H -2.2504 0.6440 -0.8925
9 H -1.4103 1.1829 0.9930
10 H -2.8414 -0.9835 -0.8556
11 H -0.0576 1.5311 -1.1242
12 H 3.1964 -0.1846 0.6479
13 H 1.2879 -1.8530 0.8837


11.
Entry from the OMol25 dataset: the molecule C21H24N4O2S (wB97M-V/def2-TZVPD).

HOMO energy: -8.79 eV
Net charge: 0
Total energy: -1582.3541 Eh
E_LUMO: 0.424 eV
Orbital gap: 9.22 eV
SMILES: O=C(CSc1nnc(CCCO)n1-c1ccccc1)NCCc1ccccc1

Atoms and positions in Å:
1 O -1.9553 -4.7740 -0.7350
2 C -1.5548 -3.6462 -0.9356
3 N -2.1114 -2.5391 -0.4244
4 C -3.2494 -2.6033 0.4642
5 H -2.9074 -2.5641 1.5063
6 H -3.7297 -3.5712 0.2971
7 C -4.2226 -1.4530 0.1992
8 C -3.6363 -0.1325 0.6195
9 C -3.4806 0.1561 1.9710
10 C -2.9335 1.3588 2.3770
11 C -2.5448 2.2961 1.4339
12 C -2.6990 2.0222 0.0863
13 C -3.2324 0.8093 -0.3160
14 H -3.3416 0.6008 -1.3701
15 H -2.4044 2.7479 -0.6554
16 H -2.1314 3.2425 1.7533
17 H -2.8185 1.5695 3.4310
18 H -3.7996 -0.5655 2.7107
19 H -4.4742 -1.4334 -0.8623
20 H -5.1366 -1.6438 0.7657
21 H -1.7220 -1.6266 -0.6469
22 C -0.3328 -3.3750 -1.8098
23 H -0.5146 -2.5787 -2.5292
24 H -0.0369 -4.2971 -2.3082
25 S 1.1048 -2.8786 -0.8039
26 C 0.8653 -1.1618 -0.7863
27 N -0.1779 -0.5144 -1.2346
28 N 0.0742 0.8002 -1.0958
29 C 1.2546 0.9528 -0.5743
30 N 1.8188 -0.2815 -0.3473
31 C 3.0675 -0.6010 0.2246
32 C 3.1147 -1.4252 1.3417
33 C 4.3384 -1.7451 1.9004
34 C 5.5075 -1.2449 1.3518
35 C 5.4552 -0.4273 0.2354
36 C 4.2373 -0.1039 -0.3346
37 H 4.1929 0.5156 -1.2175
38 H 6.3655 -0.0436 -0.1995
39 H 6.4605 -1.4962 1.7914
40 H 4.3763 -2.3864 2.7673
41 H 2.1984 -1.8095 1.7631
42 C 1.9136 2.2339 -0.2166
43 H 2.7474 2.4157 -0.9024
44 H 2.3395 2.1207 0.7857
45 C 0.9722 3.4414 -0.2457
46 C 0.5687 3.8832 -1.6620
47 O -0.6039 3.2880 -2.1364
48 H -0.5488 2.3277 -1.9706
49 H 1.4055 3.6960 -2.3555
50 H 0.3691 4.9592 -1.6632
51 H 1.4853 4.2707 0.2441
52 H 0.0671 3.2145 0.3186


12.
Entry from the OMol25 dataset: a cluster of 2 separate species, C2H5N4O in total (wB97M-V/def2-TZVPD).

HOMO energy (alpha / beta): -14.69 / -14.69 eV
Net charge: +1
Total energy: -373.0255 Eh
E_LUMO (alpha / beta): -6.125 / -6.124 eV
Orbital gap (alpha / beta): 8.57 / 8.57 eV

Atoms and positions in Å:
1 C 2.0621 -0.0790 0.0991
2 C -1.0111 -0.1238 -0.1559
3 N 2.8546 0.6526 0.6593
4 N -1.8198 -1.0482 0.2031
5 N 1.0482 -1.0130 -0.0073
6 N -1.1194 1.0940 -0.5446
7 O 1.7446 -0.5359 -1.1205
8 H 2.8562 0.7542 1.6650
9 H -1.4518 -1.9530 0.4817
10 H -2.8350 -0.9424 0.2076
11 H -2.0202 1.5434 -0.7005
12 H -0.3084 1.6511 -0.7871